Molecular formula: C22H15N9O3
Method: DFT, ωB97M-V/def2-TZVPD

Its SMILES is N#Cc1ccc2cccc(Oc3nc(NC4CC4)n4ncc(/C=C5\NC(=O)NC5=O)c4n3)c2n1. The LUMO energy is -1.0 eV. The value obtained for the maximum force is 4.96 eV/Å. As for the HOMO-LUMO gap: 7.05 eV. The HOMO energy comes out at -8.1 eV. Its multiplicity is 1. As for the net charge: 0. For the total energy, the calculation gives -1565.86033 a.u. Its energy above the lowest of the compared OMol25 structures with the same formula, charge and spin is 0.000 eV.

Atoms and positions in Å:
N  1.7709  -4.5635  1.2216
O  5.2775  4.3383  -1.0135
O  5.3493  4.7084  3.3351
C  1.0924  -4.3774  0.2704
N  0.8543  0.9110  -1.3139
N  -0.2272  1.9931  1.9020
N  -1.0418  -0.3589  -0.7788
N  0.1721  -3.1026  -1.4994
O  0.2338  -0.7196  -2.7846
C  4.7594  4.5402  0.0850
C  4.8133  4.6995  2.2639
C  0.0349  -0.0614  -1.5905
C  0.7830  2.8156  1.7224
C  -1.1258  0.2136  0.3678
C  1.4451  2.5558  0.4376
C  0.7163  1.5741  -0.1401
C  2.6351  3.2023  -0.1449
C  3.5029  4.0211  0.5734
C  0.1682  -4.2378  -0.7841
C  -1.7621  -1.2442  -3.9247
C  -0.8384  -5.2171  -1.0584
C  -2.7796  -2.1215  -4.1720
C  -0.7110  -1.6272  -3.1026
C  -1.8211  -4.9938  -2.0307
C  -2.7860  -3.4198  -3.6328
C  -0.7118  -2.8779  -2.4596
C  -1.7596  -3.7870  -2.7300
N  5.4976  5.0038  1.1469
N  -0.2443  1.2006  0.7806
N  3.5123  4.2545  1.9824
N  -2.1884  -0.2360  1.0929
C  -2.1499  0.0512  3.6117
C  -3.6051  -0.3067  3.2884
C  -2.7305  0.4691  2.2900
H  1.1141  3.5479  2.4333
H  2.8786  3.0329  -1.2072
H  -1.7963  -0.2507  -4.3757
H  -0.7696  -6.1287  -0.4953
H  -3.5892  -1.8054  -4.8119
H  -2.6291  -5.6892  -2.2056
H  -3.5271  -4.1647  -3.8602
H  6.4823  4.8144  1.0807
H  3.0324  3.6919  2.6580
H  -2.8150  -0.8448  0.5881
H  -1.9904  0.8211  4.3805
H  -1.3848  -0.7390  3.5106
H  -3.8332  -1.3354  3.0060
H  -4.3616  0.2165  3.8911
H  -2.9471  1.5338  2.1964